A structure of composition C9H8EuN2O5S. Source: OMol25; level of theory: wB97M-V/def2-TZVPD.

XYZ file:
```
26
Properties=species:S:1:pos:R:3
Eu 0.611 -0.301 0.148
S 2.783 -0.590 1.743
O 1.122 3.519 0.421
O -1.574 -3.418 -0.545
O -3.188 1.413 -0.988
O -1.373 0.046 3.449
O 0.987 0.155 -3.677
N 4.295 -1.491 -0.297
N 3.203 -3.127 0.934
C 4.941 -3.823 -0.638
C -2.189 0.950 -0.705
C 3.451 -1.818 0.719
C 5.411 -2.385 -0.649
C 0.870 2.407 0.308
C -0.873 -0.017 2.419
C 4.200 -4.162 0.636
C 0.773 0.064 -2.554
C -1.011 -2.435 -0.364
H 4.900 -4.244 1.479
H 2.600 -3.294 1.747
H 5.791 -4.485 -0.752
H 3.663 -5.107 0.547
H 4.485 -0.490 -0.368
H 5.766 -2.083 -1.635
H 6.233 -2.244 0.072
H 4.276 -3.989 -1.496
```

Output
Multiplicity: 7
Charge: +3
Highest occupied orbital energy (spin up / spin down), eV: -20.570 / -20.731
LUMO energy (spin up / spin down), eV: -15.26 / -12.00
HOMO-LUMO gap (spin up / spin down), eV: 5.3101 / 8.7325